ORCA calculation (the ωB97M-V functional and the def2-TZVPD basis) on a cluster of 2 separate species, C2H5N2S in total.

The geometry in XYZ format:
```
10
Properties=species:S:1:pos:R:3:forces:R:3
C 1.747070 0.215816 0.498418 -0.4 -0.1 -0.3
C -1.564132 0.388624 0.338671 -3.4 0.7 0.3
N -0.480912 -0.056724 0.741243 1.6 -0.5 -1.0
N 1.877780 -0.923214 -0.083070 0.4 0.6 0.2
S 1.940156 1.573203 1.135966 0.6 0.1 0.0
H -1.669251 0.883602 -0.645322 0.3 -0.3 0.5
H -2.538990 0.332912 0.972272 1.6 0.1 -1.1
H -0.458247 -0.511826 1.618061 -0.5 -0.4 1.4
H 1.193201 -1.613233 -0.135517 -2.1 -0.7 0.1
H 2.713079 -1.338119 -0.403834 1.8 0.4 -0.2
```
Positions in Å, forces in eV/Å.

Results
Charge: +1
HOMO-LUMO gap in eV: 9.31
Energy above the lowest of the compared OMol25 structures with the same formula, charge and spin in eV: 1.562
Strongest force on any atom in eV/A: 3.460
Highest occupied orbital energy in Ha: -0.5369
Multiplicity: 1

***

ORCA calculation (the ωB97M-V functional and the def2-TZVPD basis) on a structure of composition C35H33N2O7S4SbTeTi.

The geometry in XYZ format:
```
84
Properties=species:S:1:pos:R:3:forces:R:3
Ti 0.862988 1.167838 1.333259 0.0 -0.9 1.7
O 0.493520 2.059011 -1.665792 -0.1 0.2 -0.1
C 0.103950 3.427368 -1.747378 0.2 -0.2 0.0
C -0.397945 3.974276 -0.427783 0.0 0.0 0.2
N 0.504064 3.776844 0.712350 0.1 0.0 -0.3
C -0.060269 4.353240 1.933800 0.2 0.2 -0.2
C -0.443684 3.316816 2.967305 0.4 -0.7 -0.2
O -1.114290 3.618669 3.924025 -0.1 0.1 0.1
O 0.044366 2.123716 2.723210 -0.9 0.9 0.5
C 1.896208 4.158348 0.429414 -0.2 0.0 0.3
C 2.617712 2.932734 -0.074361 -0.4 -0.6 0.5
O 3.198423 2.864855 -1.137413 0.3 0.0 -0.2
O 2.435982 1.912193 0.745177 1.0 0.8 -1.0
H 1.442491 2.019588 -1.840100 0.1 0.0 0.0
H -0.709062 3.522716 -2.470509 0.0 0.0 -0.1
H 0.944087 4.029243 -2.100097 0.0 0.0 0.0
H -1.359072 3.521847 -0.173339 0.0 0.0 0.0
H -0.572746 5.048804 -0.596600 -0.1 0.1 0.0
H -0.941280 4.957448 1.712108 0.0 0.1 0.0
H 0.680049 4.975153 2.437331 0.0 0.1 0.0
H 1.979225 4.976113 -0.287724 0.0 0.1 0.0
H 2.382302 4.408272 1.377719 0.0 0.0 0.0
S 3.106381 0.471009 6.205399 -0.1 -0.1 -0.2
Sb 3.168028 1.178658 4.030409 1.0 0.1 0.6
S 1.385614 -0.317082 2.979056 0.0 0.4 -0.6
S 2.892230 3.470651 3.887198 -0.2 -0.1 -0.3
S 5.004867 0.457577 2.821414 -0.2 -0.1 0.0
C -3.111607 -1.461108 -4.015422 0.0 0.0 0.0
C -2.485490 -0.873074 -2.774856 0.1 0.0 0.1
C -3.149920 0.040809 -1.980426 -0.2 0.0 -0.1
C -2.584140 0.553179 -0.817526 -0.6 0.3 0.0
C -3.374525 1.627802 -0.106847 0.3 -0.4 0.3
O -4.021535 2.412024 -0.771715 -0.2 0.2 -0.2
C -3.406957 1.687328 1.386749 -0.1 -0.1 -0.3
C -3.066256 0.584323 2.158482 -0.1 -0.1 0.2
C -3.178392 0.635109 3.539184 0.0 0.0 -0.1
C -3.641148 1.789763 4.149048 0.0 0.1 0.0
C -3.992805 2.895877 3.381817 0.0 -0.1 0.0
C -3.874134 2.845049 2.003446 0.0 0.0 0.1
C -1.303200 0.166533 -0.438237 0.7 -0.1 0.3
O -0.760922 0.664194 0.652351 -0.9 -0.1 -0.8
C -0.575281 -0.721702 -1.258133 0.6 -0.1 0.0
C -1.189224 -1.218725 -2.395859 0.0 -0.1 -0.3
C 0.871464 -1.058549 -0.995033 -0.4 -0.1 -0.3
N 1.554779 -0.508547 -0.071337 0.2 0.2 0.1
C 3.004923 -0.795968 0.142073 -0.3 0.0 -0.1
C 3.529930 -2.221267 0.227416 0.1 -0.1 -0.1
Te 2.905524 -3.555968 1.772281 0.0 0.1 0.2
C 1.034303 -4.065034 0.935274 -0.1 -0.3 0.3
C 0.835322 -5.343415 0.406413 -0.2 0.0 0.2
C -0.398827 -5.705074 -0.129681 0.1 0.0 0.1
C -1.441422 -4.784920 -0.161886 0.1 0.0 0.1
C -1.250397 -3.513570 0.368534 0.0 -0.1 0.2
C -0.027244 -3.158936 0.929962 -0.1 -0.1 0.3
C 1.505102 -2.036160 -1.948500 -0.3 0.1 -0.1
C 1.168456 -3.384438 -1.942241 -0.2 -0.1 -0.2
C 1.782874 -4.258400 -2.830282 0.0 0.1 0.0
C 2.713828 -3.784708 -3.748429 0.0 0.0 0.1
C 3.023523 -2.430900 -3.778187 0.0 0.0 0.1
C 2.419218 -1.560322 -2.879478 0.1 0.0 -0.1
H -4.102318 -1.039233 -4.188756 0.0 0.0 0.0
H -3.220316 -2.545542 -3.930390 0.0 0.0 0.0
H -2.502138 -1.265188 -4.901194 0.0 0.0 0.0
H -4.139299 0.392589 -2.254178 0.0 0.0 0.0
H -2.699841 -0.315263 1.684256 0.0 0.0 0.0
H -2.865499 -0.211383 4.136051 0.0 0.0 0.0
H -3.694179 1.841790 5.229832 0.0 0.0 0.0
H -4.328583 3.805364 3.863757 0.1 0.0 0.0
H -4.128513 3.696561 1.384522 0.0 0.0 0.0
H -0.631932 -1.883871 -3.045548 0.0 0.0 0.0
H 3.299065 -0.287512 1.053328 0.0 0.0 0.1
H 3.560193 -0.295283 -0.653432 0.0 0.1 -0.1
H 4.587224 -2.108908 0.483287 0.0 0.0 0.0
H 3.468000 -2.794109 -0.692349 0.1 0.1 0.0
H 1.659045 -6.047814 0.394801 0.0 0.0 0.0
H -0.541620 -6.703083 -0.529235 0.0 0.0 0.0
H -2.397808 -5.057285 -0.594068 0.0 0.0 0.0
H -2.056153 -2.789276 0.347865 0.0 0.0 0.0
H 0.106242 -2.172121 1.364007 0.0 -0.1 0.0
H 0.432852 -3.752968 -1.231704 0.3 0.3 -0.8
H 1.532897 -5.312094 -2.799156 0.0 0.0 0.0
H 3.193913 -4.467330 -4.440170 0.0 0.0 0.0
H 3.741769 -2.050715 -4.494741 0.0 0.0 0.0
H 2.667041 -0.504436 -2.893815 0.0 0.0 0.0
```
Positions in Å, forces in eV/Å.

Results
Charge: -2
HOMO-LUMO gap in eV: 4.96
Energy above the lowest of the compared OMol25 structures with the same formula, charge and spin in eV: 1.007
Strongest force on any atom in eV/A: 1.913
Highest occupied orbital energy in Ha: -0.0503
Multiplicity: 1

***

ORCA calculation (the ωB97M-V functional and the def2-TZVPD basis) on a cluster of 12 separate species, C5H34NO11S2 in total.

The geometry in XYZ format:
```
53
Properties=species:S:1:pos:R:3:forces:R:3
C -1.964808 -0.566023 0.940380 1.0 -0.2 0.0
C -3.042625 -1.514508 1.459187 -0.8 0.3 0.5
S -2.408752 -3.179956 1.872868 -1.0 -0.4 -1.1
C -1.711935 -0.747434 -0.576115 -1.0 0.6 -0.2
N -0.289706 -0.654527 -0.928265 -0.3 1.1 0.4
C 0.401917 0.559068 -0.384474 -0.2 -1.3 0.6
C 1.372862 1.171356 -1.394696 -0.1 0.9 0.1
S 0.559193 2.499358 -2.379436 0.2 -0.7 0.3
H -2.256382 0.471310 1.150686 0.1 -0.2 0.0
H -0.991985 -0.738277 1.500065 -1.2 0.1 -0.6
H -3.532917 -1.096192 2.365324 0.4 -0.3 -0.5
H -3.875503 -1.641045 0.714863 0.8 -0.1 0.6
H -1.439375 -2.834788 2.677018 0.7 0.6 0.7
H -2.362016 0.021031 -1.143529 0.9 -1.1 0.6
H -2.068486 -1.743943 -0.891477 0.2 0.4 0.1
H -0.222085 -0.725652 -1.941118 0.2 -0.1 -0.3
H 0.958277 0.208787 0.521941 -0.1 0.5 -0.8
H -0.308268 1.280106 0.036868 0.1 0.0 -0.3
H 1.785397 0.421234 -2.048761 0.0 -0.4 -0.3
H 2.213944 1.644414 -0.888860 -0.1 0.0 0.1
H 0.436130 -3.328839 0.234507 -0.8 -1.1 0.6
H 0.468142 -1.905692 -0.374737 0.6 -0.5 0.1
O 1.079204 -2.713968 -0.070921 0.0 1.6 -0.7
H 0.477275 1.163830 -4.347059 0.7 -0.8 -1.0
H 1.909800 0.807770 -4.742480 0.2 -0.1 -0.2
O 1.003652 0.560828 -4.947752 -0.7 1.2 0.8
H 1.728366 -2.969666 -1.663440 -0.1 0.1 1.2
H 1.653732 -4.163695 -2.630319 1.2 3.0 0.1
O 2.015409 -3.186232 -2.549243 -0.7 -3.4 -1.3
H -1.776473 1.910420 -1.323373 -0.8 0.5 0.3
H -2.320229 3.338290 -1.361526 -0.1 0.4 -0.2
O -2.432134 2.508162 -0.897133 0.6 -0.8 -0.6
H 2.932469 1.216622 1.230921 0.0 -0.2 0.5
H 2.510334 0.026232 2.153093 0.2 -0.3 -0.2
O 2.586363 1.011944 2.112256 0.3 0.5 -0.4
H -0.137734 -0.384604 3.412710 0.0 -0.1 0.2
H 0.266568 -1.287985 4.603431 -0.1 0.0 0.0
O -0.026740 -1.336535 3.687775 -0.1 0.3 0.1
H 0.858320 -2.180991 -3.321851 0.0 -0.1 -0.2
H 0.480278 -0.916548 -4.151896 0.5 0.5 -0.8
O 0.119218 -1.617552 -3.623720 -0.8 -0.6 0.9
H -1.753705 2.796422 0.692066 -0.3 0.1 -0.5
H -0.519767 3.566838 1.214055 0.7 0.8 -0.5
O -1.261374 3.037622 1.475706 -0.7 -0.7 1.5
H 0.941014 1.296575 2.672693 0.1 0.2 0.0
H -0.514159 1.864539 2.448820 0.3 -0.4 0.4
O 0.026365 1.228538 2.990671 -0.5 0.3 -0.2
H 1.413368 -1.625999 2.748415 -0.6 -0.2 0.1
H 1.831614 -2.006170 1.246205 0.3 0.3 1.5
O 2.156422 -1.630101 2.132403 0.5 -0.1 -1.5
H 0.671346 4.086228 -0.621032 0.2 0.4 1.3
H 1.519343 3.695156 0.567933 1.1 -0.8 0.5
O 0.840836 4.304242 0.340374 -0.9 0.5 -1.8
```
Positions in Å, forces in eV/Å.

Results
HOMO-LUMO gap (spin up / spin down) in eV: 8.95 / 5.18
Energy above the lowest of the compared OMol25 structures with the same formula, charge and spin in eV: 0.000
Strongest force on any atom in eV/A: 3.754
⟨S²⟩: 0.753
Highest occupied orbital energy (spin up / spin down) in Ha: -0.3355 / -0.3355
Multiplicity: 2

***

ORCA calculation (the ωB97M-V functional and the def2-TZVPD basis) on an isolated molecule of C5H9NO.

The geometry in XYZ format:
```
16
Properties=species:S:1:pos:R:3:forces:R:3
C -0.220907 1.411162 -1.045512 -0.1 0.0 0.0
C 0.500488 0.645620 0.070814 0.0 0.0 0.0
C 0.423277 -0.883728 -0.121270 0.1 0.0 -0.1
C -0.844110 -1.528577 0.503544 0.2 -0.3 -0.1
O -1.801088 -0.596120 0.979079 0.0 0.1 0.3
C 1.902389 1.079622 0.179485 0.9 0.3 0.1
N 3.004005 1.418933 0.284260 -1.1 -0.3 -0.1
H -1.282140 1.148175 -1.027336 0.2 0.0 0.0
H 0.194630 1.145242 -2.023554 0.0 0.0 0.2
H -0.121589 2.492766 -0.914791 0.0 -0.2 0.0
H 0.022076 0.907065 1.020920 0.1 0.0 -0.1
H 0.456261 -1.091284 -1.197137 0.0 0.0 0.2
H 1.314476 -1.353323 0.307670 -0.1 0.1 0.0
H -0.544763 -2.208032 1.311957 -0.1 0.1 -0.1
H -1.357518 -2.135962 -0.247204 0.1 0.1 0.1
H -1.645488 -0.451557 1.919075 -0.1 0.0 -0.2
```
Positions in Å, forces in eV/Å.

Results
HOMO-LUMO gap in eV: 11.44
Energy above the lowest of the compared OMol25 structures with the same formula, charge and spin in eV: 1.317
Strongest force on any atom in eV/A: 1.117
Highest occupied orbital energy in Ha: -0.3989
Multiplicity: 1

***

Which of these has the highest energy above the lowest of the compared OMol25 structures with the same formula, charge and spin?
C2H5N2S

***

Number 3 is which compound?
C5H34NO11S2

***

Among the records above, which one has the lowest strongest force on any atom?
C5H9NO